Here is a 9-piece molecular cluster, C54H69N3O30 overall at a distorted geometry from the Open Molecules 2025 dataset. Energies are from ωB97M-V/def2-TZVPD.

Values from the calculation:
LUMO: -1.991 eV
HOMO level: -8.317 eV

```
! RIJCOSX wB97M-V def2-TZVPD def2/J DEFGRID3
* xyz 0 1
C 7.5768 -0.3786 2.8515
O 6.3224 -0.2825 2.2641
C 5.7950 1.0144 2.4056
C 4.2986 1.0181 2.0627
N 4.0770 1.0648 0.5784
C 4.5811 -0.1362 -0.0989
C 5.0469 0.0651 -1.5258
O 6.0971 0.9827 -1.4408
C 6.4862 1.5451 -2.6993
H 7.8915 -1.4170 2.7765
H 7.5067 -0.1964 3.9020
H 8.3564 0.2585 2.4223
H 6.2556 1.7364 1.6020
H 5.9322 1.3824 3.4462
H 3.8758 1.9513 2.4161
H 3.6996 0.2044 2.4471
H 4.4149 1.9321 0.2086
H 3.7009 -0.8169 -0.0348
H 5.4070 -0.6498 0.4404
H 4.3169 0.4252 -2.1939
H 5.4207 -0.9019 -1.8759
H 7.4220 2.1200 -2.5784
H 5.6663 2.1581 -3.0548
H 6.6965 0.7463 -3.4060
C -6.3386 5.0683 -6.1759
O -5.0217 5.1697 -5.7328
C -4.9099 5.6040 -4.3714
C -5.0868 4.5184 -3.3016
N -4.1402 3.4620 -3.5257
C -4.2762 2.3398 -2.6115
C -3.5799 2.4963 -1.2927
O -4.2354 3.4250 -0.4481
C -3.4210 3.7401 0.6573
H -6.8670 6.0474 -6.0603
H -6.8636 4.1854 -5.7368
H -6.3320 4.8237 -7.2719
H -5.6231 6.4178 -4.1352
H -3.9095 5.9510 -4.2540
H -6.1141 4.1011 -3.3223
H -4.9174 4.8276 -2.2023
H -4.1073 3.1071 -4.4993
H -3.6009 1.5467 -3.0535
H -5.3029 1.9775 -2.4932
H -2.5366 2.7610 -1.5082
H -3.5459 1.5196 -0.7071
H -2.4620 4.1912 0.3859
H -3.2861 2.8231 1.2307
H -4.0348 4.3599 1.3603
C -0.9652 -5.4139 1.1865
O -2.3646 -5.2129 1.0407
C -3.1439 -5.8404 2.1761
C -4.5934 -6.0072 1.8399
N -4.8194 -7.0118 0.7875
C -5.0018 -6.4928 -0.6317
C -6.1652 -5.5770 -0.8135
O -7.3779 -6.3476 -0.6781
C -8.5910 -5.7042 -0.6962
H -0.6035 -5.0197 2.1374
H -0.4960 -4.7481 0.4801
H -0.5696 -6.4575 1.0667
H -2.9249 -5.1456 3.0335
H -2.7661 -6.8610 2.4151
H -5.0670 -5.0428 1.5197
H -5.1085 -6.3171 2.7462
H -5.5426 -7.6657 1.0943
H -4.9011 -7.3716 -1.2687
H -4.0765 -5.9281 -0.7639
H -6.1479 -5.2279 -1.8166
H -6.1854 -4.7472 -0.0858
H -9.3045 -6.5734 -0.8110
H -8.6715 -4.9973 -1.5383
H -8.6982 -5.1915 0.2441
C 0.2906 2.4992 -4.4145
C 0.2515 2.4288 -3.0467
C -0.0842 3.6627 -2.1355
O -0.0424 3.6131 -0.9154
C -0.5275 4.8838 -2.8147
C -0.6085 4.8934 -4.1485
C -0.1997 3.7376 -5.0154
O -0.2721 3.9183 -6.1841
O -0.8643 6.0775 -4.8046
O 0.6662 1.3065 -2.4422
H 0.5938 1.6270 -5.0268
H -0.8742 5.7111 -2.2109
H -0.8059 5.8810 -5.7110
H 0.7904 1.4256 -1.4537
C 0.7992 0.6605 5.0517
C 0.2162 -0.2077 5.8724
C 0.9374 -1.0144 6.9594
O 0.2334 -1.7444 7.6251
C 2.3291 -0.7816 7.1761
C 2.8381 0.1882 6.3959
C 2.0930 0.9230 5.3728
O 2.7682 1.8808 4.8779
O 4.1207 0.5138 6.6391
O -1.0502 -0.5559 5.7679
H 0.3315 1.2803 4.2708
H 2.8250 -1.3159 7.9748
H 4.2376 1.1845 5.9527
H -1.1694 -1.2913 6.3752
C 6.0382 4.6287 -0.6777
C 6.5199 5.1076 -1.8212
C 5.7212 5.3284 -3.1371
O 6.2653 5.9760 -4.0080
C 4.3214 4.9164 -3.1188
C 3.8163 4.3990 -1.9890
C 4.6250 4.2067 -0.6944
O 4.0312 3.7415 0.2240
O 2.6078 3.8135 -2.1195
O 7.7955 5.5585 -1.9660
H 6.6788 4.6230 0.2461
H 3.6661 5.0443 -3.9559
H 2.3492 3.4655 -1.2847
H 7.8616 5.9944 -2.8306
C -4.5217 -2.3723 -2.0402
C -3.6078 -2.7045 -1.0581
C -2.0812 -2.2458 -1.2515
O -1.2739 -2.7438 -0.5251
C -1.8068 -1.3509 -2.3327
C -2.7256 -1.0623 -3.2542
C -4.0635 -1.6776 -3.2299
O -4.7773 -1.6001 -4.2032
O -2.4683 -0.2295 -4.2742
O -3.9320 -3.4057 0.0068
H -5.6193 -2.6753 -2.1758
H -0.8434 -0.9201 -2.5315
H -3.0561 -0.4384 -5.0111
H -3.1473 -3.7753 0.4963
C 2.7804 -3.5643 4.6242
C 2.2515 -4.7118 4.1363
C 2.4836 -5.1716 2.7265
O 1.9078 -6.1463 2.2626
C 3.3108 -4.2526 1.9026
C 4.0205 -3.2274 2.4536
C 3.6524 -2.7452 3.8666
O 4.0407 -1.6047 4.2660
O 5.0767 -2.6743 1.8853
O 1.3426 -5.3882 4.8481
H 2.4514 -3.3372 5.5692
H 3.3571 -4.5283 0.8583
H 5.2052 -1.8440 2.3755
H 0.8328 -5.9693 4.2691
C 0.0208 -1.6267 2.1057
C -1.2144 -1.0759 2.2912
C -1.5397 0.3155 1.6821
O -2.6314 0.7861 2.0913
C -0.5795 0.9789 0.9040
C 0.6409 0.4257 0.6773
C 0.9933 -0.8753 1.4277
O 2.2135 -1.1873 1.5331
O 1.5138 0.9507 -0.0523
O -2.2699 -1.5906 2.9189
H 0.3292 -2.5897 2.5275
H -0.7558 1.9635 0.5894
H 2.9861 1.1252 0.2888
H -2.8628 -0.8092 2.9918
*
```



Here is a 14-piece molecular cluster, C54H70F6N9O19S2 overall at a distorted geometry from the Open Molecules 2025 dataset. Energies are from ωB97M-V/def2-TZVPD.

Values from the calculation:
LUMO: 1.324 eV
HOMO level: -6.814 eV

```
! RIJCOSX wB97M-V def2-TZVPD def2/J DEFGRID3
* xyz -1 1
C -0.1714 -3.1694 1.4121
F 0.3495 -4.3822 1.5386
F -1.4341 -3.1782 1.7875
F 0.4725 -2.3165 2.2552
S -0.1073 -2.6730 -0.4533
O 1.2216 -3.0126 -1.0286
O -1.1282 -3.5652 -1.0013
N -0.5838 -1.0055 -0.3884
S 0.7317 -0.2417 -0.4967
O 1.7577 -0.7768 0.4363
O 1.1498 -0.0245 -1.8995
C 0.2818 1.5481 0.2493
F -0.5082 1.4779 1.3433
F 1.4496 2.1739 0.4873
F -0.3450 2.2789 -0.6600
C 8.9727 1.4167 -0.9735
C 9.5406 0.6335 -2.1914
C 8.5330 0.4119 -3.2904
O 9.0094 1.1258 -4.4291
C 10.3565 1.4790 -4.1583
O 11.1609 1.9274 -4.9467
O 10.6198 1.2906 -2.7773
H 8.1262 2.0095 -1.3200
H 9.7573 2.1202 -0.6949
H 8.8719 0.6103 -0.2471
H 9.9249 -0.3367 -1.8764
H 7.4881 0.6212 -3.0614
H 8.5030 -0.6662 -3.4481
C 6.4363 9.9659 -1.3127
C 6.3581 11.4304 -1.7526
C 6.5360 12.3790 -0.5507
O 7.6898 13.0790 -0.9025
C 8.2324 12.6545 -2.0468
O 9.3266 13.1048 -2.4623
O 7.5355 11.6823 -2.4983
H 6.4530 9.3715 -2.2262
H 5.5837 9.8660 -0.6411
H 7.3845 9.7984 -0.8018
H 5.4082 11.6137 -2.2547
H 6.6504 11.7690 0.3454
H 5.7549 13.1369 -0.4898
C -0.8387 9.7695 -9.1536
C 0.1294 10.0711 -8.0137
C -0.3332 9.6019 -6.5919
O 0.7404 8.7941 -6.1243
C 1.4619 8.3856 -7.2056
O 2.3343 7.5213 -7.1782
O 1.1915 9.1774 -8.2172
H -1.7021 10.3949 -8.9266
H -1.1962 8.7416 -9.2140
H -0.3894 10.0662 -10.1013
H 0.3768 11.1301 -7.9411
H -1.3231 9.1572 -6.6943
H -0.3795 10.5428 -6.0437
C 4.7692 -8.0302 -6.3982
C 4.5011 -9.1889 -5.4288
C 3.0307 -9.6259 -5.5382
O 3.0804 -10.9981 -5.6190
C 4.3480 -11.4323 -5.6456
O 4.5989 -12.6387 -5.6655
O 5.1787 -10.4010 -5.6296
H 4.0611 -7.2339 -6.1692
H 4.5753 -8.3189 -7.4312
H 5.7415 -7.5482 -6.2955
H 4.6579 -8.8167 -4.4164
H 2.4183 -9.2314 -6.3491
H 2.5123 -9.2625 -4.6508
C 7.4622 -3.7039 4.6582
C 7.7626 -5.0117 3.9125
C 6.5208 -5.7844 3.4835
O 6.7007 -6.0768 2.1459
C 7.8533 -5.4212 1.7122
O 8.2636 -5.3705 0.5719
O 8.3448 -4.6740 2.6961
H 7.0865 -3.9333 5.6554
H 6.7555 -3.0909 4.0988
H 8.3577 -3.1327 4.9028
H 8.4921 -5.5901 4.4793
H 5.6562 -5.1290 3.5883
H 6.4350 -6.6941 4.0778
N -3.5009 -7.7639 -7.7661
C -3.4460 -7.8113 -9.1629
C -3.3258 -9.1677 -9.4968
C -3.1390 -9.8568 -8.2861
C -3.1615 -8.9774 -7.2632
H -3.7598 -6.9299 -7.2586
H -3.6003 -6.8605 -9.6512
H -3.3881 -9.6571 -10.4576
H -2.9291 -10.9143 -8.2216
H -3.1338 -9.0958 -6.1901
N 0.9912 13.5378 2.6733
C 0.2367 12.6503 1.9230
C 0.5886 11.3958 2.3507
C 1.5348 11.5028 3.3623
C 1.8467 12.8400 3.4866
H 0.8971 14.5431 2.6964
H -0.4309 13.0999 1.2028
H 0.2337 10.4978 1.8669
H 2.1060 10.7463 3.8797
H 2.4810 13.5114 4.0465
N -6.2586 1.2736 1.0477
C -7.3313 1.5682 0.2374
C -8.4746 1.7372 0.9979
C -8.0677 1.4703 2.3557
C -6.7048 1.1475 2.3208
H -5.3398 0.9915 0.7373
H -7.1579 1.5317 -0.8280
H -9.4539 2.0569 0.6738
H -8.7114 1.4546 3.2229
H -6.0802 0.8319 3.1434
N -4.3813 -1.2208 -5.6804
C -5.4428 -2.0306 -6.0066
C -5.6551 -1.9276 -7.3494
C -4.6685 -1.0800 -7.9139
C -3.8554 -0.6776 -6.8285
H -3.9292 -1.0169 -4.8006
H -5.8961 -2.6488 -5.2459
H -6.3074 -2.5601 -7.9332
H -4.5286 -0.9662 -8.9787
H -2.9096 -0.1643 -6.7368
N -3.0167 7.0749 8.4728
C -2.6431 6.2508 7.5034
C -1.9674 5.1738 7.9819
C -1.9644 5.3385 9.3912
C -2.6820 6.5766 9.6579
H -3.5325 7.9251 8.2960
H -2.8779 6.6306 6.5201
H -1.4853 4.4242 7.3719
H -1.6481 4.5895 10.1020
H -2.8755 7.0639 10.6021
N -9.0683 -5.4640 1.8747
C -9.8983 -6.3990 2.4062
C -9.4767 -7.6444 2.0912
C -8.3072 -7.4720 1.2952
C -8.0922 -6.1124 1.2122
H -9.1043 -4.4899 2.1392
H -10.6545 -6.0687 3.1029
H -9.9320 -8.5442 2.4780
H -7.6988 -8.3131 0.9974
H -7.2575 -5.5209 0.8661
N -5.3757 -3.2615 9.8621
C -5.7803 -2.6800 11.0427
C -5.8488 -1.2684 10.7956
C -5.5392 -0.9986 9.4689
C -5.2550 -2.2263 8.9274
H -5.2536 -4.2483 9.6846
H -6.0113 -3.3079 11.8905
H -6.1478 -0.4873 11.4789
H -5.5107 -0.0683 8.9210
H -4.9940 -2.4282 7.8991
N -5.5488 -9.6298 9.2735
C -4.1929 -9.5433 9.3190
C -3.7322 -9.2135 8.0192
C -4.8461 -8.9960 7.2320
C -5.9338 -9.4372 7.9540
H -6.1887 -9.9251 9.9970
H -3.5945 -9.8504 10.1640
H -2.7229 -9.0093 7.6935
H -4.8889 -8.6345 6.2152
H -6.9850 -9.5086 7.7169
*
```



Question: Which value of LUMO does entry 1 give?
Answer: -1.991 eV



Question: HOMO level of number 2 (C54H70F6N9O19S2)?
Answer: -6.814 eV



Question: What is the HOMO level in the second record?
Answer: -6.814 eV